Entry 1:
A structure of composition C6H11NO. Source: the OMol25 dataset; level of theory: wB97M-V/def2-TZVPD.

Each line ends with the natural charge from an NBO analysis.
Atoms and positions in Å:
C -0.409 -1.029 1.157  -0.646
C -0.244 -0.480 -0.245  -0.004
C -1.872 -0.304 -0.467  -0.067
C -0.192 0.842 -0.276  0.082
C 1.244 1.184 0.518  -0.455
C 2.070 -0.037 -0.183  -0.240
H -1.408 -1.878 1.288  0.223
H 0.631 -1.490 1.376  0.200
H -0.756 -0.141 1.943  0.253
H -2.522 -0.959 0.298  0.183
H -2.546 -0.398 -1.476  0.197
H -0.200 1.208 -1.285  0.199
H 1.151 0.811 1.594  0.216
H 1.767 2.218 0.462  0.238
H 2.708 0.218 -0.959  0.206
H 2.547 -0.603 0.640  0.190
H 1.121 -1.834 -0.428  0.342
N 0.979 -0.991 -0.947  -0.576
O -1.616 1.091 0.019  -0.541

The total energy comes out at -364.97960 Ha. The gap between HOMO and LUMO is 10.38 eV. The total charge is 0. The HOMO energy comes out at -0.3459 hartree.

***

Entry 2:
A structure of composition C18H18F3HfN8O4SSe. Source: the OMol25 dataset; level of theory: wB97M-V/def2-TZVPD.

Each line ends with the natural charge from an NBO analysis.
Atoms and positions in Å:
Hf -0.427 0.878 -0.136  2.223
C -3.534 -3.160 2.493  -0.429
N -2.638 -2.010 2.462  -0.392
C -2.050 -1.555 3.722  -0.427
C -2.362 -1.331 1.338  0.677
N -1.785 -0.174 1.305  -0.875
N -2.720 -1.960 0.152  -0.606
C -2.513 -1.472 -1.116  0.682
N -3.098 -2.211 -2.086  -0.783
N -1.786 -0.431 -1.349  -0.868
H -3.018 -4.092 2.246  0.210
H -4.385 -3.015 1.826  0.211
H -3.937 -3.255 3.497  0.241
H -2.059 -2.385 4.422  0.229
H -2.613 -0.724 4.153  0.214
H -1.013 -1.260 3.562  0.238
H -1.601 0.200 2.229  0.424
H -3.012 -2.921 0.214  0.424
H -3.915 -2.761 -1.878  0.411
H -3.000 -1.911 -3.041  0.417
H -1.758 -0.191 -2.335  0.413
O 0.935 2.713 0.193  -0.705
C 0.920 2.260 1.377  0.779
O -0.206 1.842 1.804  -0.709
C 2.170 1.842 2.050  -0.151
C 3.076 2.711 2.638  -0.185
C 4.249 2.208 3.174  -0.222
C 4.510 0.846 3.086  -0.177
C 3.615 -0.014 2.469  -0.230
C 2.418 0.464 1.939  -0.118
S 1.294 -0.672 1.150  -0.323
H 2.856 3.770 2.683  0.225
H 4.957 2.873 3.649  0.227
H 5.429 0.447 3.495  0.225
H 3.838 -1.070 2.387  0.229
F -3.456 4.337 -1.547  -0.292
C -2.419 3.858 -2.216  0.904
F -1.525 4.832 -2.397  -0.298
F -2.836 3.431 -3.413  -0.307
C -1.750 2.690 -1.463  0.705
O -0.849 2.038 -2.056  -0.702
O -2.090 2.407 -0.291  -0.658
Se 2.805 1.960 -1.533  1.175
N 3.684 1.135 -2.801  -0.584
C 2.966 0.096 -3.182  0.060
C 3.325 -0.845 -4.196  -0.122
C 2.468 -1.866 -4.426  -0.263
C 1.249 -1.962 -3.682  0.116
N 0.872 -1.127 -2.758  -0.445
C 1.728 -0.107 -2.489  0.299
N 1.475 0.776 -1.528  -0.771
H 4.255 -0.729 -4.737  0.246
H 2.683 -2.618 -5.173  0.238
H 0.576 -2.788 -3.888  0.196

The total energy comes out at -4583.05061 Ha. The gap between HOMO and LUMO is 6.36 eV. The total charge is +1. The HOMO energy comes out at -0.3732 hartree.

***

Entry 3:
A cluster of 4 separate species, C42H54Cl2F7N3O6S in total. Source: the OMol25 dataset; level of theory: wB97M-V/def2-TZVPD.

Each line ends with the Mulliken charge.
Atoms and positions in Å:
C 4.169 -7.310 -1.569  -1.304
C 4.311 -6.679 -2.904  0.922
Cl 4.878 -7.760 -4.138  -0.184
C 4.030 -5.424 -3.245  -0.806
Cl 3.450 -4.316 -2.043  -0.204
C 4.199 -4.910 -4.620  0.138
C 5.464 -4.632 -5.141  0.404
N 6.640 -4.882 -4.333  -0.564
C 6.813 -4.150 -3.377  0.590
O 6.936 -3.497 -2.457  -0.378
C 5.644 -4.126 -6.427  0.629
C 7.001 -3.797 -6.996  -1.566
C 7.304 -2.290 -6.927  -0.462
C 7.208 -1.711 -5.547  0.318
N 5.923 -1.203 -5.134  -0.502
O 8.172 -1.634 -4.828  -0.539
C 4.524 -3.905 -7.222  -1.072
C 3.272 -4.160 -6.704  1.038
C 3.094 -4.654 -5.421  0.743
C 1.693 -4.862 -4.965  -0.376
O 1.328 -5.809 -4.321  -0.556
C 0.760 -3.788 -5.413  0.520
C -0.220 -3.283 -4.580  -0.927
C -1.029 -2.258 -5.030  -0.290
C -2.106 -1.626 -4.162  1.612
F -1.920 -0.297 -4.018  -0.321
F -3.305 -1.787 -4.778  -0.342
C -2.257 -2.206 -2.737  0.300
F -2.575 -3.509 -2.782  -0.287
F -3.319 -1.577 -2.184  -0.324
C -1.024 -1.975 -1.777  0.811
F -0.005 -1.374 -2.392  -0.250
F -1.390 -1.208 -0.747  -0.235
F -0.620 -3.143 -1.272  -0.257
C -0.856 -1.744 -6.318  0.233
O -1.646 -0.691 -6.708  -0.425
N -2.462 -0.929 -7.903  0.195
O -2.873 -2.007 -7.959  -0.210
C 0.126 -2.247 -7.179  0.517
S 0.349 -1.551 -8.794  -0.210
C 0.929 -3.282 -6.694  0.321
C 2.044 -3.886 -7.504  -0.998
O 1.954 -4.161 -8.670  -0.537
H 3.882 -6.603 -0.803  0.383
H 5.119 -7.770 -1.307  0.334
H 3.418 -8.096 -1.625  0.320
H 6.959 -4.032 -8.055  0.490
H 7.761 -4.376 -6.485  0.428
H 8.301 -2.124 -7.320  0.416
H 6.619 -1.738 -7.568  0.440
H 6.085 -0.278 -4.751  0.321
H 5.576 -1.753 -4.354  0.221
H 4.603 -3.533 -8.232  0.610
H -0.317 -3.698 -3.591  0.690
H -0.241 -2.483 -9.558  0.206
C -5.219 3.834 2.022  -1.048
C -4.857 2.409 1.613  -0.611
C -3.356 2.193 1.430  0.072
C -2.710 3.031 0.326  -0.995
C -3.315 2.839 -1.064  -0.722
C -3.176 1.413 -1.588  -0.937
H -4.926 4.559 1.261  0.293
H -6.296 3.931 2.169  0.400
H -4.727 4.106 2.959  0.105
H -5.394 2.142 0.698  0.322
H -5.213 1.722 2.386  0.391
H -3.174 1.132 1.237  0.309
H -2.851 2.416 2.375  0.047
H -1.643 2.785 0.286  0.372
H -2.762 4.090 0.592  0.398
H -2.812 3.520 -1.756  0.389
H -4.369 3.129 -1.063  0.308
H -2.127 1.121 -1.634  0.210
H -3.591 1.333 -2.593  0.449
H -3.705 0.699 -0.957  0.238
C -0.486 1.400 7.633  -1.042
C -0.622 0.023 6.992  -0.534
C -0.747 0.089 5.471  -0.965
C -1.978 0.845 4.966  0.178
C -3.318 0.305 5.459  -0.422
C -3.599 -1.124 5.004  -1.254
H -1.365 2.018 7.442  0.127
H -0.372 1.316 8.715  0.442
H 0.390 1.923 7.243  0.297
H -1.479 -0.501 7.424  0.246
H 0.258 -0.575 7.245  0.379
H -0.748 -0.928 5.069  0.402
H 0.147 0.571 5.062  0.394
H -1.971 0.827 3.872  0.016
H -1.897 1.900 5.249  0.100
H -4.112 0.955 5.080  0.366
H -3.373 0.360 6.550  0.305
H -3.590 -1.193 3.914  0.244
H -4.580 -1.453 5.351  0.397
H -2.861 -1.826 5.396  0.317
C -0.331 7.781 8.900  -1.235
C -0.812 6.359 8.624  -0.389
C -0.452 5.857 7.227  -0.071
C -1.071 6.647 6.072  -0.758
C -2.597 6.719 6.090  -0.477
C -3.268 5.353 5.966  -0.968
H -0.790 8.502 8.222  0.281
H -0.586 8.082 9.917  0.384
H 0.753 7.853 8.791  0.299
H -1.892 6.300 8.782  0.249
H -0.359 5.688 9.358  0.384
H -0.742 4.806 7.145  -0.242
H 0.636 5.876 7.113  0.413
H -0.750 6.192 5.130  0.369
H -0.668 7.663 6.066  0.329
H -2.923 7.346 5.255  0.354
H -2.944 7.218 6.999  0.256
H -2.967 4.854 5.041  0.142
H -4.354 5.458 5.949  0.442
H -3.015 4.701 6.803  0.231

The total energy comes out at -4266.08302 Ha. The gap between HOMO and LUMO is 8.25 eV. The total charge is 0. The HOMO energy comes out at -0.3463 hartree.